ORCA calculation (the ωB97M-V functional and the def2-TZVPD basis) on C42H58BN11O6P2S4V as an isolated structure.

Results
LUMO (spin up / spin down): -6.20 / -6.20 eV
2S+1: 2
Kohn-Sham gap (spin up / spin down): 0.219 / 0.213 Ha
ΔE to the lowest compared entry with this formula, charge and spin: 378.93 kJ/mol
energy: -5933.02562 Ha
total charge: +2

```
125
C42H58BN11O6P2S4V the ωB97M-V functional and the def2-TZVPD basis
C -1.63 3.75 -0.28
C 2.28 2.26 -4.37
H 1.31 1.02 5.72
H 2.30 -4.46 0.64
C 4.12 -3.28 3.35
H -1.59 -6.78 1.38
C 3.17 -1.94 1.48
H -0.32 -4.23 3.75
H 2.74 4.19 -3.53
H 2.01 -1.07 4.45
C -5.54 2.87 -4.27
H 5.36 1.49 1.63
C -1.35 -4.01 3.43
H -0.54 -5.58 -2.72
H 2.27 4.26 -5.24
H 2.43 0.52 -5.60
H 4.37 2.19 0.32
C -5.31 4.15 -4.74
H 4.98 -0.87 2.02
H -3.68 -5.32 2.71
N -4.80 0.69 -3.63
H 0.73 6.15 -0.28
O 3.82 2.32 -2.09
H -3.21 6.20 -1.99
N -0.29 -0.33 2.55
C 2.82 3.69 -4.49
H 1.18 -2.25 5.48
H -0.29 1.03 6.50
C -1.26 1.48 1.48
C -0.21 5.66 -0.48
C -0.42 0.26 3.73
C 2.23 0.46 0.66
H 5.03 0.47 -3.47
H 3.00 -5.34 2.01
H -1.09 -1.95 6.25
H -2.31 3.68 3.90
H -0.14 4.19 -3.52
C -2.65 4.40 -0.98
C -0.42 4.37 -0.01
C -3.21 -4.73 1.91
C -1.11 -3.93 0.93
S -3.45 -0.38 -0.32
H -0.97 -5.66 -0.37
H 3.89 2.41 2.00
H 4.51 -4.26 3.64
N -0.53 -1.95 -0.03
H -1.05 7.33 -1.55
C -0.34 -4.51 -2.76
C 2.61 -4.38 1.69
H 1.72 -4.15 2.28
H -1.52 4.32 2.46
N -1.35 1.42 -1.35
N 2.54 1.53 -5.70
C -1.33 -1.22 5.47
H 4.90 -2.54 3.54
C -0.03 -0.54 4.97
C -1.42 2.17 2.69
H 3.27 -3.06 4.01
H -2.39 1.62 -4.49
H 0.69 -4.35 -3.09
C -2.12 3.50 2.85
C 1.05 -1.58 4.64
H 1.82 1.86 -6.35
C -0.92 1.55 3.80
C -1.68 -4.70 2.11
C 4.35 1.70 1.30
H -3.60 3.91 -1.17
C 0.49 0.39 6.08
H -0.99 -4.05 -3.51
C -1.21 6.32 -1.20
C -1.15 -6.14 2.15
H -1.85 -1.73 4.67
C -0.56 -3.88 -1.41
H 5.26 -4.65 1.23
H 0.36 3.87 0.55
N 1.97 -1.86 0.99
H 4.63 -3.62 -0.07
O 0.00 0.87 -3.88
C -3.18 2.35 -4.50
C -0.43 -2.48 -1.24
O 0.04 2.72 -5.71
H 0.87 -0.22 6.90
H -3.48 -5.18 0.95
H -5.69 0.32 -3.96
S -2.14 2.07 0.06
N -0.90 -2.65 1.06
C -3.29 0.30 -1.89
H -2.03 -4.35 4.21
H -0.06 -6.17 2.05
H -2.01 -0.48 5.90
P 0.41 2.25 -4.35
N 1.53 -0.66 0.60
C 4.90 -3.65 1.00
N -4.34 -0.03 -2.72
H -0.96 2.06 4.76
V 0.31 0.73 -1.79
H 0.80 -2.16 3.75
H 5.73 -2.95 1.16
H -1.41 -6.59 3.11
C 3.53 0.44 1.22
C -0.88 -4.59 -0.31
H -6.14 4.84 -4.84
H 3.47 1.72 -6.05
H -3.84 5.53 -5.48
O 4.14 0.50 -3.86
S 1.46 1.87 0.03
P 3.12 1.38 -2.97
H -3.08 3.52 2.32
C -2.43 5.69 -1.45
H 3.88 3.69 -4.75
O 2.12 0.39 -2.34
B 0.03 -0.50 0.12
H -6.55 2.55 -4.01
C -4.47 1.99 -4.12
H -1.45 -2.93 3.32
H -3.62 -3.71 1.94
C 3.69 -3.31 1.88
N -2.25 1.07 -2.30
C -2.97 3.63 -5.00
O 0.04 3.29 -3.19
C -4.02 4.53 -5.09
H -1.98 3.89 -5.35
C 3.98 -0.78 1.61
S -0.18 -1.43 -2.57
N -0.68 0.27 1.44
```